1:
# C5H10NO2

C5H10NO2 as an isolated structure (ωB97M-V/def2-TZVPD, the OMol25 dataset).

```
18
C5H10NO2 (ωB97M-V/def2-TZVPD)
O -2.37417 0.84163 0.34220
O 2.32530 -0.53941 1.02742
N -0.35340 0.07697 -1.24318
C -0.31681 -0.40604 0.15906
C 0.94789 0.09700 -1.88101
C 0.39380 0.85654 1.00473
C -1.84597 -0.35882 0.57126
C 1.16043 -0.30507 1.36868
H -0.07930 -1.46102 0.04684
H 0.76251 -0.79841 2.26284
H -0.29951 1.16418 1.76277
H 1.71935 0.63535 -1.32385
H -2.31739 -1.18119 -0.01861
H -1.85394 -0.67024 1.65363
H 0.86820 0.40927 -2.91110
H 0.73147 1.57480 0.28983
H -0.77372 0.99037 -1.11746
H 1.30527 -0.92592 -1.99405
```

Properties
- frontier orbital gap (eV) = 6.98
- total charge = -1

Atom charges from the Mulliken analysis, given in e for atoms 1 to 6: O -0.870; O -0.665; N -0.530; C 0.228; C -0.875; C -1.003

2:
# C5H10NO2

C5H10NO2 as an isolated structure (ωB97M-V/def2-TZVPD, the OMol25 dataset).

```
18
C5H10NO2 (ωB97M-V/def2-TZVPD)
O 2.80539 -0.18375 -0.81530
O -2.98701 0.48424 -0.19083
N -1.08183 -0.74898 0.63977
C 1.24940 -0.00119 0.97701
C -0.18892 1.12608 -0.71562
C 0.12826 -0.20477 -0.00084
C 2.50743 -0.02623 0.54659
C -2.34659 -0.66472 -0.19830
H -0.73127 1.76857 -0.01601
H 1.06449 0.50904 1.90889
H -2.95184 -1.52270 0.19200
H 3.29762 -0.01716 1.27479
H 0.72059 1.62241 -1.05302
H -1.28633 -0.16476 1.44943
H -1.97224 -1.02766 -1.20319
H 0.35299 -0.98426 -0.74193
H 2.27031 -0.97999 -0.47691
H -0.85045 1.01583 -1.57651
```

Properties
- frontier orbital gap (eV) = 5.99
- total charge = -1

Atom charges from the Mulliken analysis, given in e for atoms 1 to 6: O -0.476; O -0.830; N -0.331; C -0.415; C -1.136; C 0.100

3:
# C5H10NO2

An isolated ion of composition C5H10NO2 and charge -1 (ωB97M-V/def2-TZVPD, the OMol25 dataset).

```
18
C5H10NO2 (ωB97M-V/def2-TZVPD)
O 2.44853 0.49242 2.61563
O -1.38578 1.83717 -2.55129
N 0.11059 0.34934 -1.40519
C -1.39694 0.86292 -1.69566
C -0.55089 -1.45778 0.06919
C 0.46410 -0.29237 -0.15397
C 0.62782 0.64279 1.06065
C 1.48256 -0.02944 2.11382
H 1.09871 1.52548 0.65587
H 1.13326 -1.03955 2.37857
H -1.54527 -1.07652 -0.14659
H -0.49995 -1.66837 1.15358
H -1.71020 1.07505 -0.65863
H -0.25446 -2.28293 -0.55032
H 0.74239 0.93162 -1.94023
H -1.89767 -0.09499 -2.01669
H 1.46250 -0.69270 -0.43888
H -0.32931 0.91785 1.51012
```

Properties
- frontier orbital gap (eV) = 6.23
- structure (SMILES) = C[C@H](CC=O)NC[O-]
- total charge = -1

Atom charges from the Mulliken analysis, given in e for atoms 1 to 6: O -0.514; O -0.834; N -0.412; C -0.242; C -1.145; C 0.091

4:
# C5H10NO2

An isolated ion of composition C5H10NO2 and charge -1 (ωB97M-V/def2-TZVPD, the OMol25 dataset).

```
18
C5H10NO2 (ωB97M-V/def2-TZVPD)
O 0.35382 1.07336 2.94606
O -0.82987 2.51980 1.83010
N -0.15923 0.38678 -0.44751
C -0.32601 1.38564 1.94920
C -0.71242 0.27751 0.96951
C 0.36529 -0.84746 -1.03647
C -0.45982 -2.12552 -0.78939
C 0.84230 1.47300 -0.58904
H -1.57292 -1.86940 -0.50601
H 0.48409 2.41381 -0.16240
H 0.35073 -0.62512 -2.24156
H 1.38800 -1.06730 -0.69499
H -1.84247 0.24368 0.74457
H 1.09501 1.81777 -1.64235
H -0.29241 -0.68372 1.37453
H 1.85595 1.22536 -0.21456
H -0.40503 -2.86706 -1.59620
H -0.13500 -2.73113 0.10650
```

Properties
- frontier orbital gap (eV) = 7.36
- structure (SMILES) = CCN(C)CC(=O)[O-]
- total charge = -1

Atom charges from the Mulliken analysis, given in e for atoms 1 to 6: O -0.746; O -0.731; N -0.072; C 0.292; C -0.196; C -0.271

It comes down to 4, which is 115.6 kJ/mol more stable than the next structure.

1:
# C5H10NO2

An isolated ion of composition C5H10NO2 and charge -1 (ωB97M-V/def2-TZVPD, the OMol25 dataset).

```
18
C5H10NO2 (ωB97M-V/def2-TZVPD)
O -3.14488 1.73688 2.15935
O -1.85471 0.16601 3.11436
N -1.50770 0.82425 0.91636
C -0.46430 -0.12227 0.66055
C 1.48810 -1.36423 -1.51821
C 0.92313 0.03425 -1.47181
C -2.19160 0.90988 2.17292
C 0.79900 0.49315 -0.00961
H -1.70242 1.49003 0.19185
H -0.21004 -0.61568 1.60239
H -0.86721 -0.92997 -0.00257
H 0.53064 1.55410 0.04576
H 1.80892 -1.73963 -2.49128
H 1.67692 0.69562 -1.94065
H 2.29880 -1.57306 -0.81878
H 0.74423 -2.12449 -1.23232
H -0.00902 0.22596 -1.98850
H 1.68216 0.33921 0.61020
```

Properties
- frontier orbital gap (eV) = 7.14
- structure (SMILES) = CCCCNC(=O)[O-]
- total charge = -1

Atom charges from the Mulliken analysis, given in e for atoms 1 to 6: O -0.806; O -0.743; N -0.206; C -0.481; C -1.113; C -0.363

2:
# C5H10NO2

A 2-piece molecular cluster, C5H10NO2 overall (ωB97M-V/def2-TZVPD, the OMol25 dataset).

```
18
C5H10NO2 (ωB97M-V/def2-TZVPD)
O 0.76833 2.68047 0.41892
O 0.34711 1.07173 1.93256
N 2.47810 1.66614 1.60386
C 1.10070 1.82864 1.26517
C -0.87649 -0.98711 -0.56317
C -0.89297 0.47581 -0.88439
C -1.14540 -1.47529 0.65081
C -0.68190 -1.92482 -1.71175
H 2.62071 1.47346 2.57955
H 0.31409 -1.77078 -2.14809
H -0.98735 -2.52450 0.88131
H -1.64613 0.70605 -1.64687
H 0.08066 0.86674 -1.17422
H -1.16203 1.03000 0.01236
H -1.41047 -1.74415 -2.50808
H -1.22018 -0.78154 1.48053
H 3.06696 2.37600 1.20604
H -0.75375 -2.96686 -1.39454
```

Properties
- frontier orbital gap (eV) = 7.81
- total charge = -1

Atom charges from the Mulliken analysis, given in e for atoms 1 to 6: O -0.745; O -0.741; N -0.525; C 0.647; C 0.998; C -1.368

It comes down to 1, which is 8.8 kJ/mol more stable than the next structure.

1:
# C5H7N3OS

A 2-piece molecular cluster, C5H7N3OS overall (ωB97M-V/def2-TZVPD, the OMol25 dataset).

```
17
C5H7N3OS (ωB97M-V/def2-TZVPD)
S -1.27801 1.94816 -0.26612
O 3.84941 0.45438 0.84217
N -1.99636 0.51653 0.05376
N -3.53296 -0.90574 0.39732
N -1.36319 -0.58281 0.47010
C 1.73322 -0.29748 -0.25671
C -3.34718 0.33746 -0.01287
C -2.34945 -1.44863 0.63762
C 1.12262 0.80720 -0.89805
C 2.99312 -0.44195 0.36876
H 0.39021 0.64136 -1.61713
H -2.31251 -2.47992 0.87665
H 3.58836 1.35150 0.73457
H -3.97906 1.02051 -0.29658
H 1.74072 1.81680 -0.89361
H 1.29190 -1.33962 -0.56448
H 3.44915 -1.39774 0.42459
```

Properties
- frontier orbital gap (spin up / spin down) (eV) = 5.61 / 6.80

Atom charges from the Mulliken analysis, given in e for atoms 1 to 6: S -0.205; O -0.436; N 0.283; N -0.633; N -0.495; C 0.174

2:
# C5H7N3OS

C5H7N3OS in the gas phase (ωB97M-V/def2-TZVPD, the OMol25 dataset).

```
17
C5H7N3OS (ωB97M-V/def2-TZVPD)
S 0.66238 -2.81561 -1.23579
O 2.01204 -0.90548 0.09690
N 2.84029 0.07370 -0.39250
N -0.27428 -0.78264 0.20172
N 5.75183 1.80601 0.87665
C 0.73792 -1.38678 -0.36724
C 3.86918 0.24530 0.37933
C 4.94105 1.16178 0.36536
C -0.53678 0.62706 0.29001
C -1.15182 -1.56741 0.98021
H -0.95348 -2.52709 0.71007
H -0.27528 1.20598 -0.58110
H -2.17308 -1.30727 0.73381
H 3.95018 -0.57527 1.21334
H -0.12262 1.19802 1.24114
H -1.65833 0.55849 0.26627
H -1.03228 -1.33393 2.10444
```

Properties
- frontier orbital gap (eV) = 8.60
- structure (SMILES) = CN(C)C(=S)O/N=C/C#N

Atom charges from the Mulliken analysis, given in e for atoms 1 to 6: S -0.272; O 0.058; N -0.546; N 0.083; N -0.371; C 0.181

It comes down to 1, which is 21.5 kJ/mol more stable than the next structure.

1:
# C3H4O3Tl

C3H4O3Tl as an isolated structure (ωB97M-V/def2-TZVPD, the OMol25 dataset).

```
11
C3H4O3Tl (ωB97M-V/def2-TZVPD)
Tl 3.34001 2.92459 0.89853
O -2.63140 -0.26894 -0.61289
O -0.85178 -0.96712 0.44698
O 1.58046 1.15101 0.23365
C 1.37713 -0.04586 0.36146
C 0.23335 -0.56952 -0.43035
C -1.95698 -0.40504 0.42404
H 0.71971 -1.52029 -0.80835
H 1.81556 -0.67554 1.15422
H -3.46900 0.22362 -0.50757
H -0.15706 0.15308 -1.15972
```

Properties
- 2S+1 = 2
- frontier orbital gap (spin up / spin down) (eV) = 10.08 / 8.29
- ⟨S²⟩ = 0.753
- total charge = +2

Atom charges from the Mulliken analysis, given in e for atoms 1 to 6: Tl 0.901; O -0.227; O -0.124; O -0.423; C 0.125; C -0.351

2:
# C3H4O3Tl

C3H4O3Tl as an isolated structure (ωB97M-V/def2-TZVPD, the OMol25 dataset).

```
11
C3H4O3Tl (ωB97M-V/def2-TZVPD)
Tl -2.67184 -2.64130 -0.84336
O -1.53845 -0.61903 0.02227
O 0.90476 0.43164 -0.34987
O 2.94342 -0.36045 -0.28365
C -1.61240 0.76395 -0.14568
C -0.34690 0.25243 0.34088
C 2.00515 0.28529 0.20971
H -0.10573 0.02323 1.38388
H 3.71974 -0.48943 0.29731
H -0.99881 1.05374 -1.14528
H -2.29895 1.29992 0.51378
```

Properties
- 2S+1 = 2
- frontier orbital gap (spin up / spin down) (eV) = 10.00 / 8.22
- ⟨S²⟩ = 0.753
- total charge = +2

Atom charges from the Mulliken analysis, given in e for atoms 1 to 6: Tl 0.886; O -0.302; O -0.139; O -0.196; C -0.312; C 0.076

It comes down to 1, which is 228.1 kJ/mol more stable than the next structure.